{
  "formula": "C4H10N2O2",
  "method": "ωB97M-V/def2-TZVPD",
  "species": ["N", "N", "C", "O", "O", "H", "H", "H", "H", "C", "C", "C", "H", "H", "H", "H", "H", "H"],
  "coordinates": [[-1.98, -1.20, 0.88], [-0.57, -1.31, 0.92], [0.21, -0.26, 1.59], [-0.33, 0.61, 2.24], [1.45, -0.76, 1.83], [-2.20, -0.52, 0.15], [-2.28, -0.75, 1.74], [-0.23, -2.26, 1.00], [1.87, -0.20, 2.49], [-0.56, 1.51, -0.81], [0.33, 0.52, -0.85], [1.26, 0.34, -2.01], [-0.83, 2.08, -1.70], [-0.92, 1.99, 0.09], [0.17, -0.63, -0.33], [1.86, 1.23, -2.22], [1.97, -0.49, -2.04], [0.78, 0.09, -2.97]],
  "mulliken_charge": [-0.73, -0.11, 0.55, -0.54, -0.45, 0.29, 0.28, 0.27, 0.34, -0.86, 0.47, -1.35, 0.30, 0.27, 0.30, 0.31, 0.35, 0.31],
  "relative_energy_ev": 5.2200,
  "orbital_gap_ev": 8.999,
  "smiles": "NNC(=O)O.C=CC",
  "fmax_ev_per_a": 4.800,
  "total_energy_ha": -418.26913
}



{
  "formula": "C6H10N",
  "method": "ωB97M-V/def2-TZVPD",
  "species": ["C", "N", "C", "C", "C", "C", "C", "H", "H", "H", "H", "H", "H", "H", "H", "H", "H"],
  "coordinates": [[1.27, 1.31, 1.38], [0.50, 0.46, 0.47], [1.00, 0.10, -0.67], [-0.11, -0.60, -1.51], [-0.83, -1.80, -0.73], [-1.34, -0.42, -0.68], [-0.97, 0.31, 0.62], [2.19, 1.34, 0.97], [1.02, 2.31, 1.46], [1.18, 0.76, 2.39], [2.07, 0.27, -0.96], [0.13, -0.43, -2.55], [-0.44, -2.21, 0.11], [-1.24, -2.40, -1.46], [-2.19, -0.15, -1.12], [-1.23, 1.41, 0.73], [-1.00, -0.27, 1.55]],
  "mulliken_charge": [-0.90, 0.05, 0.12, -0.31, -0.78, -0.19, -0.63, 0.35, 0.38, 0.30, 0.41, 0.41, 0.28, 0.28, 0.51, 0.35, 0.37],
  "charge": 1,
  "relative_energy_ev": 1.0862,
  "orbital_gap_ev": 10.560,
  "smiles": "C[N+]1=C[C@H]2C[C@H]2C1",
  "fmax_ev_per_a": 5.214,
  "total_energy_ha": -289.04305
}



{
  "formula": "C28H49BrNP3V",
  "method": "ωB97M-V/def2-TZVPD",
  "species": ["N", "C", "C", "C", "C", "C", "C", "V", "P", "C", "C", "C", "C", "C", "C", "C", "Br", "H", "H", "H", "H", "H", "H", "H", "H", "H", "H", "P", "C", "C", "H", "H", "H", "H", "H", "C", "C", "H", "H", "H", "H", "H", "C", "C", "H", "H", "H", "H", "H", "C", "C", "H", "H", "H", "H", "H", "C", "C", "H", "H", "H", "H", "H", "C", "C", "H", "H", "H", "H", "H", "C", "P", "C", "C", "H", "H", "H", "H", "H", "H", "H", "H", "H"],
  "coordinates": [[-5.32, 1.79, -3.95], [-5.13, 2.16, -2.70], [-3.89, 1.98, -2.05], [-2.79, 1.47, -2.78], [-3.03, 1.09, -4.12], [-4.33, 1.25, -4.65], [-1.44, 1.48, -2.21], [0.16, 0.49, -1.39], [2.62, -0.34, -1.13], [-0.27, 1.72, -3.01], [0.71, 2.76, -2.62], [1.87, 3.06, -3.37], [2.55, 4.26, -3.16], [2.17, 5.08, -2.08], [0.98, 4.83, -1.37], [0.27, 3.67, -1.62], [3.12, 6.65, -1.73], [-1.38, 1.48, -1.07], [-0.25, 1.41, -4.07], [-3.78, 2.33, -1.03], [-2.22, 0.69, -4.72], [-6.01, 2.58, -2.18], [-4.58, 0.89, -5.65], [2.13, 2.39, -4.18], [-0.74, 3.54, -1.19], [3.35, 4.54, -3.84], [0.59, 5.57, -0.68], [-1.25, -1.69, -1.51], [3.50, 1.25, -0.87], [4.97, 1.34, -1.30], [3.42, 1.50, 0.19], [2.88, 1.99, -1.42], [5.30, 2.39, -1.31], [5.62, 0.81, -0.60], [5.16, 0.93, -2.30], [2.24, -0.67, -2.86], [3.39, -1.38, -3.60], [2.00, 0.30, -3.36], [1.36, -1.34, -2.92], [3.09, -1.58, -4.64], [4.30, -0.77, -3.63], [3.64, -2.34, -3.14], [1.90, -0.97, 0.39], [2.87, -1.50, 1.47], [1.15, -1.76, 0.17], [1.38, -0.08, 0.81], [2.31, -1.94, 2.31], [3.52, -2.29, 1.06], [3.50, -0.70, 1.87], [-1.32, -2.92, -0.10], [-1.98, -4.25, -0.48], [-1.83, -2.46, 0.76], [-0.28, -3.08, 0.23], [-3.06, -4.13, -0.67], [-1.52, -4.73, -1.35], [-1.87, -4.96, 0.35], [-0.46, -2.82, -2.78], [-0.33, -2.32, -4.22], [-1.07, -3.73, -2.80], [0.52, -3.09, -2.37], [-1.31, -2.22, -4.72], [0.17, -1.34, -4.34], [0.27, -3.03, -4.80], [-2.98, -2.01, -2.17], [-4.14, -1.57, -1.30], [-3.04, -3.11, -2.34], [-3.05, -1.55, -3.16], [-5.05, -1.57, -1.91], [-4.33, -2.24, -0.45], [-4.04, -0.54, -0.93], [-0.35, -0.47, 2.35], [-0.90, 0.53, 0.92], [-2.68, 0.59, 1.38], [-0.35, 2.18, 1.47], [-0.33, -1.54, 2.14], [-1.04, -0.28, 3.17], [0.65, -0.14, 2.63], [-2.69, 0.93, 2.42], [-3.26, 1.28, 0.77], [-3.14, -0.40, 1.33], [-0.72, 2.30, 2.49], [0.75, 2.22, 1.45], [-0.71, 2.98, 0.82]],
  "mulliken_charge": [-0.55, -0.68, -0.12, 1.30, -0.36, -0.54, -0.17, 0.25, -0.37, -1.07, 0.66, -0.19, -0.70, -0.08, -0.99, -0.05, -0.08, -0.65, 0.54, 0.35, 0.41, 0.40, 0.40, 0.42, 0.74, 0.53, 0.51, 1.52, 0.77, -1.41, 0.45, -0.53, 0.41, 0.41, 0.24, 1.56, -1.48, -0.09, -1.22, 0.43, 0.34, 0.37, 1.30, -1.57, -0.36, -1.07, 0.44, 0.44, 0.37, -0.31, -1.55, 0.35, 0.38, 0.33, 0.35, 0.48, -1.50, -1.08, 0.67, 0.55, 0.34, 0.16, 0.40, -1.04, -1.26, 0.87, 0.49, 0.46, 0.30, 0.01, -1.49, 1.46, -1.22, -1.18, 0.29, 0.66, 0.53, 0.63, 0.29, 0.29, 0.52, 0.24, 0.36],
  "charge": 2,
  "spin_multiplicity": 4,
  "relative_energy_ev": 2.3875,
  "orbital_gap_ev": [6.432, 6.382],
  "s2": 3.807,
  "fmax_ev_per_a": 3.649,
  "total_energy_ha": -5692.45894
}



{
  "formula": "C28H34AgCl2F3N4O2",
  "method": "ωB97M-V/def2-TZVPD",
  "species": ["Ag", "C", "O", "O", "C", "F", "F", "F", "C", "C", "H", "H", "H", "H", "H", "H", "C", "N", "C", "C", "C", "C", "C", "C", "C", "C", "N", "C", "C", "C", "H", "H", "H", "H", "H", "H", "H", "H", "H", "H", "H", "H", "H", "H", "C", "N", "C", "C", "C", "C", "C", "C", "C", "C", "N", "C", "C", "C", "H", "H", "H", "H", "H", "H", "H", "H", "H", "H", "H", "H", "H", "H", "Cl", "Cl"],
  "coordinates": [[0.58, 0.75, -2.61], [-1.35, -2.53, -1.06], [-2.75, -2.53, -1.55], [-0.70, -1.34, -1.51], [-1.04, -2.83, 0.36], [-1.46, -1.93, 1.31], [-1.53, -4.04, 0.70], [0.37, -3.01, 0.46], [-3.67, -1.61, -1.01], [-5.04, -1.66, -1.65], [-5.05, -1.53, -2.73], [-5.36, -2.69, -1.52], [-5.65, -0.90, -1.17], [-3.43, -0.55, -1.13], [-3.76, -1.69, 0.07], [-1.06, -3.41, -1.64], [-1.67, 0.62, 3.20], [-2.06, 1.52, 2.09], [-1.54, 1.46, 0.88], [-2.17, 1.99, -0.22], [-3.43, 2.56, -0.15], [-3.92, 2.78, 1.12], [-3.26, 2.17, 2.22], [-4.17, 3.14, -1.35], [-4.47, 2.32, -2.44], [-4.99, 2.78, -3.65], [-5.32, 4.13, -3.77], [-5.10, 4.99, -2.70], [-4.50, 4.50, -1.48], [-5.77, 4.62, -5.01], [-1.72, 1.10, 4.18], [-0.67, 0.22, 3.07], [-2.34, -0.24, 3.20], [-0.64, 0.89, 0.71], [-1.74, 1.92, -1.21], [-4.84, 3.31, 1.33], [-3.65, 2.12, 3.22], [-4.34, 1.25, -2.40], [-5.13, 2.11, -4.49], [-5.22, 6.03, -2.97], [-4.18, 5.11, -0.65], [-5.55, 3.90, -5.80], [-5.31, 5.60, -5.11], [-6.83, 4.75, -4.77], [7.69, -0.64, 5.67], [6.99, -1.01, 4.42], [7.41, -2.05, 3.65], [6.71, -2.36, 2.52], [5.55, -1.64, 2.15], [5.26, -0.48, 2.93], [5.95, -0.23, 4.09], [4.71, -1.97, 0.96], [5.12, -2.78, -0.11], [4.24, -2.99, -1.25], [3.04, -2.46, -1.35], [2.55, -1.75, -0.31], [3.38, -1.40, 0.79], [2.26, -2.64, -2.63], [7.40, 0.24, 6.25], [8.75, -0.47, 5.50], [7.57, -1.48, 6.35], [8.28, -2.63, 3.90], [7.12, -3.25, 2.07], [4.40, 0.16, 2.81], [5.69, 0.62, 4.70], [6.08, -3.29, -0.08], [4.33, -3.73, -2.03], [1.59, -1.32, -0.58], [2.83, -0.91, 1.58], [1.54, -3.46, -2.60], [2.91, -2.70, -3.51], [1.67, -1.73, -2.75], [2.21, 1.83, -0.57], [2.20, 0.34, -4.90]],
  "mulliken_charge": [0.53, -0.06, -0.39, -0.51, 0.67, -0.16, -0.29, -0.29, 0.62, -1.49, 0.30, 0.44, 0.36, -0.24, 0.23, 0.06, -0.90, 0.13, -0.33, -0.42, 0.95, -0.64, -0.49, 0.39, -0.39, -0.32, 0.07, -0.35, -0.76, -0.81, 0.36, 0.27, 0.41, 0.53, 0.37, 0.57, 0.43, 0.38, 0.44, 0.39, 0.54, 0.31, 0.28, 0.39, -0.99, 0.10, -0.37, -0.63, 1.00, -0.78, -0.05, 1.20, -0.85, -0.19, 0.16, -0.18, -0.73, -0.41, 0.33, 0.36, 0.39, 0.43, 0.34, 0.36, 0.37, 0.36, 0.48, 0.27, 0.23, 0.27, 0.48, -0.15, -0.74, -0.69],
  "charge": 2,
  "relative_energy_ev": 2.8913,
  "orbital_gap_ev": 4.126,
  "fmax_ev_per_a": 5.771,
  "total_energy_ha": -2823.11815
}